# 1
ORCA calculation (ωB97M-V/def2-TZVPD) on C31H30BCl2F3KN11O4S as an isolated structure in a non-equilibrium geometry.

```
84
Properties=species:S:1:pos:R:3
K 12.4031 10.1067 14.3186
Cl 12.3058 10.3391 8.3111
Cl 16.8028 7.5624 7.8252
S 16.3554 9.7337 13.6512
F 16.1875 7.8030 15.5080
F 15.8656 9.8408 16.1436
F 17.8664 9.1101 15.6644
O 14.9181 9.6400 13.5104
O 16.9306 11.0581 13.8721
O 12.4399 9.8145 11.1055
O 17.1040 8.8531 12.7443
N 11.8747 10.4387 17.1580
N 10.1375 7.6711 10.8587
N 9.5580 10.6984 13.9381
N 9.6820 10.9276 15.2825
N 9.4861 8.4926 15.7999
N 13.8008 7.5240 12.1550
N 10.4861 8.0614 15.0262
N 7.5666 9.6638 18.1273
N 10.6070 10.1505 17.4631
N 8.4406 8.4789 12.2471
N 8.0714 10.1014 16.9557
C 10.4012 10.2734 18.8068
C 10.0103 12.8481 14.1920
C 5.5928 9.5186 19.4134
C 8.6194 7.4595 16.0995
C 10.0424 5.5443 9.7998
C 9.7028 11.8115 13.2625
C 11.0623 5.8965 13.9470
C 12.5180 10.7308 18.3370
C 5.9008 10.5202 16.8719
C 16.2198 6.6707 10.8420
C 6.2930 9.9124 18.1696
C 9.0812 6.3418 15.4720
C 9.5549 11.8987 11.7635
C 13.9947 11.0250 18.4777
C 10.6045 6.7602 10.0206
C 9.9684 12.2390 15.4292
C 7.0687 10.5757 16.1661
C 8.2679 6.2525 11.1947
C 16.5545 9.0813 15.3188
C 14.7642 9.1904 8.4767
C 14.1594 8.0341 10.9728
C 13.5588 9.4399 9.1280
C 13.2719 9.1487 10.5436
C 15.3551 7.6499 10.2542
C 14.6428 6.6902 12.7458
C 15.5927 8.2740 9.0327
C 8.8418 5.2652 10.4156
C 8.9224 7.4557 11.4022
C 10.2103 6.7546 14.7733
C 11.5870 10.6227 19.3544
C 15.8442 6.1699 12.1430
B 9.4676 9.8805 16.4036
H 14.4052 11.7592 17.7932
H 10.5271 4.9694 13.6124
H 16.3317 5.3029 12.5430
H 14.6055 10.1707 18.2624
H 4.5584 9.2974 19.1867
H 14.3093 6.5062 13.7961
H 8.2344 4.2916 10.2426
H 8.5798 5.3687 15.4086
H 8.1553 8.1708 13.2224
H 14.9245 9.5131 7.4855
H 9.8712 12.9239 11.4934
H 12.0204 5.6566 14.3711
H 10.1515 13.9168 14.1324
H 8.5221 11.6922 11.4995
H 5.6892 10.2975 20.1447
H 9.2753 9.0524 12.4246
H 17.0867 6.4160 10.2701
H 10.5524 4.8842 9.1517
H 7.7338 7.5415 16.6773
H 11.8053 10.7162 20.4046
H 7.2376 10.8862 15.1514
H 9.4473 10.1309 19.2123
H 10.2092 11.0770 11.3641
H 6.0249 8.5902 19.7267
H 7.2323 6.1601 11.6148
H 14.2099 11.2218 19.4879
H 4.9256 10.7984 16.5333
H 11.4870 7.0195 9.5753
H 11.4281 6.4270 13.0653
H 10.1519 12.5928 16.4315
```

Summary:
ΔE to the lowest compared entry with this formula, charge and spin = 1.59 kJ/mol
electronic energy = -4345.767193 Eh
LUMO level (spin up / spin down) = 1.94 / -0.08 eV
spin multiplicity = 2
total charge = -1
Kohn-Sham gap (spin up / spin down) = 8.07 / 6.15 eV

***

# 2
ORCA calculation (ωB97M-V/def2-TZVPD) on an isolated ion of composition C3H5O3S and charge -1 in a non-equilibrium geometry.

```
12
Properties=species:S:1:pos:R:3
S -0.9866 -2.1405 -0.8863
O 0.3295 -2.8416 -0.6689
O -2.2708 0.9793 0.0257
O -1.3799 -1.0035 0.4407
C 1.1077 0.4955 0.6639
C -1.3156 0.2516 0.0816
C 0.0655 0.7985 -0.3999
H 0.9280 0.9855 1.5755
H 0.4648 0.3979 -1.4109
H 2.0072 0.7583 0.2406
H 1.1623 -0.5175 0.8878
H -0.1122 1.8364 -0.5499
```

Summary:
ΔE to the lowest compared entry with this formula, charge and spin = 110.65 kJ/mol
electronic energy = -741.232110 Eh
SMILES = CCC(=O)OS[O-]
LUMO level = 4.02 eV
total charge = -1
Kohn-Sham gap = 6.21 eV

***

# 3
ORCA calculation (ωB97M-V/def2-TZVPD) on C2H5PS as an isolated structure in a non-equilibrium geometry.

```
9
Properties=species:S:1:pos:R:3
S -1.8172 -0.9790 -0.1373
P 1.8059 -0.8218 0.3159
C -1.1722 0.5910 0.6957
C -0.3951 0.0504 -0.3764
H -1.7742 1.4665 0.6370
H -1.0112 0.4773 1.6820
H -0.1233 0.3754 -1.3825
H 1.8525 -1.3778 -1.1159
H 2.6348 0.2181 -0.3184
```

Summary:
ΔE to the lowest compared entry with this formula, charge and spin = 220.61 kJ/mol
electronic energy = -818.613858 Eh
LUMO level = 0.02 eV
Kohn-Sham gap = 8.32 eV

***

# 4
ORCA calculation (ωB97M-V/def2-TZVPD) on C7H7O6PdS as an isolated structure in a non-equilibrium geometry.

```
22
Properties=species:S:1:pos:R:3
Pd 1.4036 0.6614 -0.5407
S -1.4315 -0.2603 0.5820
O 3.8413 2.2480 -1.6708
O -1.0639 -0.8331 -0.8269
O 0.7379 -0.9652 -3.1112
O -1.0282 1.9713 -5.5124
O 2.4900 -1.7173 1.1849
O 0.7293 2.7120 1.7059
C -2.5634 -1.5536 1.2306
C 2.1650 -0.8601 0.4798
C 0.8431 2.0247 0.7788
C 0.6622 -0.4527 -2.0925
C -0.4166 -0.5865 2.4253
C 2.9968 1.6033 -1.2655
C -0.5370 1.4884 -4.6079
H -3.1281 -1.0264 2.0216
H 0.5307 0.0083 2.5063
H -3.2659 -1.9099 0.4490
H -2.0085 -2.4466 1.6330
H 0.3881 1.7095 -1.1318
H -1.1377 -0.1486 3.1475
H -0.2073 -1.6665 2.6150
```

Summary:
ΔE to the lowest compared entry with this formula, charge and spin = 140.41 kJ/mol
electronic energy = -1246.776418 Eh
LUMO level (spin up / spin down) = -13.02 / -18.42 eV
spin multiplicity = 5
total charge = +3
Kohn-Sham gap (spin up / spin down) = 5.95 / 3.80 eV

***

# 5
ORCA calculation (ωB97M-V/def2-TZVPD) on one molecule with the formula C6H9NO2 in a non-equilibrium geometry.

```
18
Properties=species:S:1:pos:R:3
O -0.1640 -0.8466 -2.9129
O 0.5240 -2.2535 -1.3264
N -0.2168 -1.7099 0.7875
C 0.4242 -2.5235 0.0611
C 0.4216 1.0504 1.7835
C -0.7201 0.7877 0.8085
C -0.7173 -0.6598 0.3209
C -0.0139 -1.1376 -1.7138
C -0.3986 1.7476 -0.3362
H 0.4174 2.0406 2.2329
H -1.1932 1.6736 -1.1168
H 1.3304 0.6955 1.2804
H -0.2536 2.7056 0.2563
H -1.6368 1.1331 1.2866
H 0.5352 1.4552 -0.9315
H 0.5387 -1.2066 -3.5032
H 0.2809 0.5413 2.6885
H 0.8418 -3.4932 0.3344
```

Summary:
ΔE to the lowest compared entry with this formula, charge and spin = 561.13 kJ/mol
electronic energy = -439.062638 Eh
LUMO level = 0.35 eV
Kohn-Sham gap = 7.19 eV

***

# 6
ORCA calculation (ωB97M-V/def2-TZVPD) on one molecule with the formula C4H4O2S3 in a non-equilibrium geometry.

```
13
Properties=species:S:1:pos:R:3
S 2.3678 0.0517 0.8744
S -0.9023 -2.1117 -1.7046
S -2.5548 0.6529 0.0205
O 1.8793 -2.6614 1.0312
O 1.5080 0.8901 -0.3302
C 1.8732 -1.5234 0.7626
C 0.1062 1.1707 -0.1435
C -0.7881 -0.0388 0.1847
C -0.3394 -1.1583 -0.5494
H -2.2653 1.5111 -1.0124
H -0.2276 1.4163 -1.0753
H -0.7913 -0.1095 1.2207
H 0.1342 1.9103 0.7213
```

Summary:
ΔE to the lowest compared entry with this formula, charge and spin = 240.82 kJ/mol
electronic energy = -1499.675523 Eh
LUMO level (spin up / spin down) = -0.77 / -1.02 eV
Kohn-Sham gap (spin up / spin down) = 7.10 / 6.60 eV

***

- Which of these has the highest ΔE to the lowest compared entry with this formula, charge and spin?
  C6H9NO2

***

- Number 1 is which compound?
  C31H30BCl2F3KN11O4S